The following is a DFT calculation (wB97M-V/def2-TZVPD) of the ion C5H12N with charge +1 in a non-equilibrium geometry.

Cartesian coordinates (Å):
N: -2.044 -0.582 -0.768
H: 2.048 1.530 2.132
H: -0.890 -1.918 -1.969
C: 0.441 -0.119 0.736
H: -1.776 -0.001 0.040
H: 0.070 -0.102 1.761
H: 1.135 -1.733 -0.553
C: -0.727 -1.061 -1.327
H: -0.294 -0.245 -1.899
H: -2.637 -0.139 -1.469
H: -0.116 -2.147 0.477
C: 0.211 -1.310 -0.153
H: -2.572 -1.345 -0.337
H: 0.969 1.264 -0.725
H: 2.374 2.561 0.712
C: 1.024 1.009 0.335
C: 1.611 2.036 1.274
H: 0.807 2.701 1.600

- SMILES: C/C=C/CC[NH3+]
- Orbital gap: 9.558 eV
- ΔE to the lowest compared entry with this formula, charge and spin: 31.9 kcal per mole
- Charge: +1
- LUMO energy: -3.626 eV
- 2S+1: 1


The following is a DFT calculation (wB97M-V/def2-TZVPD) of a cluster of 3 separate species, C5H12N in total in a non-equilibrium geometry.

Cartesian coordinates (Å):
H: 3.639 0.460 0.504
C: 1.813 0.022 -0.251
H: -2.845 -1.219 0.216
C: -0.427 0.927 0.140
C: 2.601 0.595 0.711
H: -2.874 -3.359 -1.826
H: 2.349 0.921 1.716
H: 2.416 -0.591 -0.878
H: -0.778 -0.807 1.185
H: -2.559 -2.886 -2.298
H: 0.001 -0.868 -1.045
C: -1.443 0.000 0.801
N: -2.095 -0.692 -0.215
H: -2.042 0.529 1.560
H: 0.271 1.614 0.714
H: -0.891 1.507 -0.704
H: -0.228 0.382 -2.233
C: 0.495 0.032 -0.669

- Orbital gap: 4.777 eV
- ΔE to the lowest compared entry with this formula, charge and spin: 249.9 kcal per mole
- Charge: +1
- LUMO energy: -8.399 eV
- 2S+1: 1


The following is a DFT calculation (wB97M-V/def2-TZVPD) of a cluster of 2 separate species, C5H12N in total in a non-equilibrium geometry.

Cartesian coordinates (Å):
H: 2.323 1.688 -1.671
N: -4.408 0.102 -0.399
H: 1.630 0.131 -2.294
H: -1.762 0.254 1.129
H: 0.940 -1.695 -0.286
H: 0.739 1.039 -1.086
H: 3.307 -0.312 -0.553
H: 0.480 -0.203 2.340
C: -0.751 0.227 0.645
H: 2.528 0.922 0.545
C: 1.365 -0.987 0.524
H: -4.023 0.753 0.297
H: 1.980 -1.524 1.191
C: 1.677 0.779 -1.386
C: 0.325 -0.229 1.266
H: -5.056 -0.489 0.233
C: 2.305 0.042 -0.144
H: -3.600 -0.498 -0.350

- Orbital gap: 5.342 eV
- ΔE to the lowest compared entry with this formula, charge and spin: 162.0 kcal per mole
- Charge: +1
- LUMO energy: -8.797 eV
- 2S+1: 1


The following is a DFT calculation (wB97M-V/def2-TZVPD) of the ion C5H12N with charge +2 in a non-equilibrium geometry.

Cartesian coordinates (Å):
H: 1.988 -0.574 1.190
C: 2.221 0.043 0.404
H: 0.071 1.843 1.590
H: -1.264 -2.048 0.192
H: -1.711 -1.324 -2.038
H: -0.508 -0.104 -1.990
H: 0.366 -1.424 -0.229
H: -0.543 1.754 -0.074
H: 1.724 1.874 -0.673
N: -1.174 -0.636 -1.412
C: 0.053 1.182 0.623
H: -1.864 0.179 1.077
H: 3.049 -0.049 -0.314
C: 1.377 1.046 -0.057
C: -0.794 -0.078 1.007
C: -0.706 -1.220 -0.060
H: -0.444 -0.483 1.930
H: -1.840 0.017 -1.167

- Orbital gap (alpha / beta): 11.260 / 8.348 eV
- <S²>: 0.7531
- ΔE to the lowest compared entry with this formula, charge and spin: 35.3 kcal per mole
- Charge: +2
- LUMO energy (alpha / beta): -9.623 / -13.190 eV
- 2S+1: 2


The following is a DFT calculation (wB97M-V/def2-TZVPD) of the molecule C5H12N2 in a non-equilibrium geometry.

Cartesian coordinates (Å):
H: -0.344 -2.195 -1.161
H: -2.791 0.486 0.030
N: -0.026 -0.201 -0.607
C: 1.017 -0.391 0.650
C: -2.084 1.290 -0.121
C: 2.243 0.446 0.401
H: 2.009 1.468 0.107
C: -0.927 -1.348 -0.805
N: 1.096 -1.467 1.325
H: -1.703 -1.090 -1.522
C: -0.723 1.114 0.015
H: 0.248 -2.020 1.386
H: -0.116 0.772 1.129
H: -0.099 1.963 -0.246
H: -2.480 2.295 -0.145
H: 2.846 -0.016 -0.387
H: -1.422 -1.602 0.130
H: 2.832 0.471 1.316
H: 0.424 0.025 -1.495

- Orbital gap: 6.902 eV
- ΔE to the lowest compared entry with this formula, charge and spin: 123.5 kcal per mole
- LUMO energy: 0.684 eV
- 2S+1: 1


The following is a DFT calculation (wB97M-V/def2-TZVPD) of the molecule C5H12N2 in a non-equilibrium geometry.

Cartesian coordinates (Å):
H: 1.906 0.937 1.005
C: -1.715 0.621 0.918
N: 1.039 0.595 -0.773
C: 1.543 -0.563 -1.481
H: -0.272 -1.014 -1.520
H: -3.022 -0.974 1.305
C: -1.983 -0.708 1.092
C: -0.338 1.311 1.070
H: -0.258 1.398 2.133
N: 0.526 -1.299 -2.076
H: 0.706 -0.439 1.058
H: 2.044 -1.171 -0.659
H: -2.484 1.255 0.602
H: -1.134 -1.390 1.361
H: 2.404 -0.126 -2.105
H: -0.484 2.392 0.721
C: 0.917 0.509 0.632
H: 0.497 -2.257 -2.097
H: 0.108 0.923 -1.183

- SMILES: C=CCCNCN
- Orbital gap: 9.833 eV
- ΔE to the lowest compared entry with this formula, charge and spin: 65.0 kcal per mole
- LUMO energy: 1.118 eV
- 2S+1: 1